[1]
{"formula": "C20H20I2N4O5W", "method": "ωB97M-V/def2-TZVPD", "elements": ["W", "O", "C", "C", "C", "C", "C", "C", "C", "N", "C", "C", "N", "C", "C", "C", "C", "C", "C", "C", "O", "H", "H", "H", "H", "H", "H", "H", "H", "H", "H", "H", "H", "H", "H", "N", "C", "C", "O", "N", "C", "C", "O", "O", "H", "H", "H", "H", "H", "H", "I", "I"], "xyz": [[0.6729, 0.1826, 0.2563], [0.5862, 0.2223, -1.6671], [1.8437, 0.3819, -2.2210], [2.0627, 1.4438, -3.0854], [3.3153, 1.6036, -3.6545], [4.3468, 0.7013, -3.3945], [4.1186, -0.3762, -2.5676], [2.8738, -0.5363, -1.9460], [2.5400, -1.7220, -1.2013], [1.5922, -1.7303, -0.3335], [0.8756, -2.9780, -0.0547], [-0.5250, -2.6609, -0.5598], [-0.8934, -1.4499, 0.1979], [-1.9305, -1.5388, 0.9651], [-2.2428, -0.6756, 2.0677], [-3.4685, -0.7810, 2.7426], [-3.6614, -0.1016, 3.9250], [-2.6242, 0.6565, 4.4719], [-1.3968, 0.7634, 3.8379], [-1.2246, 0.1076, 2.6313], [-0.0301, 0.1614, 1.9970], [1.2578, 2.1305, -3.3103], [3.4888, 2.4383, -4.3206], [5.3143, 0.8374, -3.8564], [4.9012, -1.1009, -2.3807], [3.0252, -2.6615, -1.4620], [0.8658, -3.1823, 1.0164], [1.3312, -3.8147, -0.5830], [-1.2284, -3.4695, -0.3669], [-0.4999, -2.4413, -1.6277], [-2.5899, -2.3950, 0.8249], [-4.2521, -1.4038, 2.3288], [-4.6067, -0.1742, 4.4440], [-2.7759, 1.1643, 5.4153], [-0.5804, 1.3303, 4.2639], [-1.2151, 1.2654, -0.2329], [-0.9630, 2.5659, -0.8915], [0.3563, 3.1017, -0.3973], [0.7276, 4.2293, -0.5501], [1.1270, 2.1210, 0.2405], [2.3934, 2.6020, 0.7721], [3.1105, 1.4109, 1.3334], [4.0995, 1.3487, 1.9637], [2.4102, 0.2498, 0.9593], [-1.7484, 0.6711, -0.8647], [-1.8275, 1.4103, 0.5760], [-1.7558, 3.2793, -0.6754], [-0.9079, 2.4180, -1.9682], [2.2506, 3.3646, 1.5390], [3.0106, 3.0570, -0.0076], [-3.9519, 3.0226, 1.5520], [-4.9420, 1.3714, -0.2774]], "atomic_forces_ev_per_a": [[-0.061, -0.479, 0.026], [0.052, 0.060, -0.049], [-0.059, 0.052, -0.032], [-0.006, -0.006, 0.004], [-0.019, 0.015, 0.000], [0.008, -0.002, -0.001], [0.017, -0.019, 0.018], [0.028, -0.003, -0.021], [-0.022, 0.009, 0.019], [0.013, 0.038, 0.005], [0.022, -0.010, 0.007], [0.007, 0.029, -0.007], [-0.004, -0.019, -0.014], [-0.014, -0.009, 0.008], [0.035, 0.045, 0.039], [0.021, 0.000, -0.012], [-0.027, -0.009, 0.009], [0.019, 0.011, 0.009], [-0.017, -0.018, -0.009], [0.010, -0.039, -0.041], [-0.089, 0.112, 0.010], [-0.002, -0.005, -0.007], [-0.001, 0.001, 0.001], [0.001, -0.001, 0.001], [-0.002, -0.001, -0.001], [-0.007, -0.005, -0.005], [0.000, 0.003, -0.001], [-0.008, -0.003, 0.000], [0.002, -0.004, -0.001], [-0.002, -0.001, 0.000], [-0.007, 0.001, 0.004], [-0.005, 0.000, 0.006], [0.001, 0.000, 0.000], [0.000, 0.001, -0.001], [-0.003, 0.003, 0.005], [-0.030, -0.005, -0.041], [-0.004, -0.011, 0.030], [0.068, -0.014, -0.008], [-0.023, 0.011, 0.005], [-0.039, 0.177, 0.003], [0.021, 0.063, -0.078], [0.036, 0.041, 0.036], [-0.021, -0.006, -0.023], [0.067, -0.042, 0.071], [0.004, 0.015, -0.020], [0.088, 0.060, 0.060], [-0.006, 0.000, -0.001], [0.002, 0.023, -0.003], [-0.012, -0.027, 0.029], [-0.011, -0.019, -0.014], [-0.017, -0.004, -0.001], [-0.003, -0.009, -0.015]], "total_charge": 2, "e_above_lowest_kj_mol": 0.0, "fmax_ev_per_a": 0.483, "multiplicity": 1, "homo_energy_ev": -14.8}

=====

[2]
{"formula": "C11H36O7", "method": "ωB97M-V/def2-TZVPD", "elements": ["C", "C", "C", "O", "H", "H", "H", "H", "H", "H", "H", "H", "C", "C", "C", "O", "H", "H", "H", "H", "H", "H", "H", "H", "C", "O", "H", "H", "H", "H", "C", "O", "H", "H", "H", "H", "C", "O", "H", "H", "H", "H", "C", "O", "H", "H", "H", "H", "C", "O", "H", "H", "H", "H"], "xyz": [[-1.9770, -3.4673, 1.1744], [-2.6090, -2.6252, 0.0773], [-4.1324, -2.7685, 0.0866], [-2.2764, -1.2338, 0.3865], [-2.2245, -3.0803, 2.1601], [-0.8878, -3.4031, 1.1150], [-2.2144, -4.5178, 1.0076], [-2.1975, -2.8536, -0.9110], [-4.6002, -2.2014, -0.7194], [-4.5050, -2.4219, 1.0500], [-4.3561, -3.8302, -0.0262], [-2.9323, -0.7289, -0.1098], [-0.7400, 3.6641, 1.0472], [-1.1257, 4.5661, -0.1111], [-0.9409, 3.9765, -1.4944], [-2.5210, 4.8911, 0.0259], [0.2868, 3.3003, 1.1439], [-1.4282, 2.8366, 1.2304], [-0.7844, 4.2372, 1.9862], [-0.5659, 5.5011, 0.0007], [-1.5259, 4.4956, -2.2451], [-1.0837, 2.8911, -1.5207], [0.1228, 3.9872, -1.7656], [-2.6557, 5.1182, 0.9527], [0.6390, 0.2521, -1.0888], [0.1952, -0.9347, -1.7310], [1.6569, 0.0499, -0.7519], [0.6640, 1.0590, -1.8242], [0.0999, 0.5756, -0.1963], [-0.7656, -0.9760, -1.7234], [2.4150, -2.8511, -3.2561], [2.6337, -4.1609, -3.7490], [1.3564, -2.5889, -3.2079], [2.8829, -2.7876, -2.2742], [2.8733, -2.0595, -3.8631], [2.6156, -4.1493, -4.7085], [0.0425, 0.2687, 2.7705], [-0.4272, -1.0360, 2.5297], [0.6703, 0.6662, 1.9629], [-0.7794, 0.9931, 2.7206], [0.5603, 0.2901, 3.7205], [-0.8222, -1.1774, 1.6518], [2.9896, 3.5845, -0.0029], [4.1414, 2.7874, 0.1228], [2.5704, 3.9183, 0.9527], [3.2372, 4.5076, -0.5322], [2.2159, 3.1136, -0.6217], [3.8999, 1.9517, 0.5317], [2.2488, -3.1468, 1.0896], [2.0556, -2.5753, 2.3905], [2.2331, -2.3256, 0.3614], [3.1541, -3.7328, 0.9716], [1.3850, -3.7870, 0.8724], [1.2329, -2.0620, 2.3413]], "atomic_forces_ev_per_a": [[0.748, 0.143, -0.739], [-0.349, 0.552, 0.774], [0.683, -0.251, -0.027], [-0.295, -0.493, -0.704], [-0.431, -0.271, 0.039], [0.031, 0.023, -0.102], [-0.210, 0.027, 0.366], [0.015, -0.196, 0.089], [-0.059, -0.041, -0.017], [-0.100, -0.029, -0.005], [-0.288, 0.093, -0.080], [0.223, 0.344, 0.240], [0.299, 0.068, 1.465], [-0.404, -0.063, 0.213], [1.190, -0.690, 0.189], [0.200, -0.106, 0.021], [0.001, -0.104, -0.868], [-0.017, -0.099, -0.535], [-0.325, 0.226, -0.158], [0.153, -0.039, -0.283], [-0.061, -0.033, -0.036], [-0.848, 0.143, 0.125], [-0.073, 0.616, -0.055], [-0.153, 0.053, -0.084], [0.546, -0.066, -0.332], [-0.221, -0.069, 0.366], [0.080, 0.072, -0.129], [0.035, 0.227, 0.172], [-0.469, -0.253, -0.149], [0.022, 0.117, 0.155], [0.014, 0.538, -0.168], [0.134, -0.073, -0.088], [0.004, -0.213, 0.278], [-0.254, -0.062, 0.082], [0.189, -0.266, -0.118], [-0.058, 0.032, 0.005], [-0.697, 0.777, -1.259], [0.463, -0.815, 0.113], [0.573, -0.455, 0.167], [-0.192, -0.102, 0.685], [-0.003, 0.011, 0.073], [-0.060, 0.756, 0.265], [-0.403, 0.564, -0.367], [0.121, 0.021, 0.020], [-0.006, -0.319, 0.079], [0.360, -0.151, 0.004], [-0.054, -0.161, 0.243], [0.006, 0.018, 0.022], [-1.314, 0.792, 0.101], [0.610, -0.366, -0.305], [0.229, -0.284, -0.233], [0.180, 0.139, 0.496], [0.230, -0.167, -0.230], [0.004, -0.116, 0.223]], "total_charge": 0, "e_above_lowest_kj_mol": 137.1, "fmax_ev_per_a": 1.635, "smiles": "CC(C)O.CC(C)O.CO.CO.CO.CO.CO", "multiplicity": 1, "homo_energy_ev": -9.7}

=====

[3]
{"formula": "C8H12GaN5O5P", "method": "ωB97M-V/def2-TZVPD", "elements": ["Ga", "N", "N", "C", "O", "O", "H", "H", "H", "N", "C", "C", "C", "N", "C", "N", "C", "O", "P", "O", "C", "O", "C", "H", "H", "H", "H", "H", "H", "H", "H", "H"], "xyz": [[-0.1016, 0.5642, 0.5529], [1.7636, -0.1061, 0.1281], [2.2928, -0.1414, 1.4499], [1.3906, -0.4950, 2.5035], [1.8039, -0.8807, 3.5485], [0.1153, -0.3412, 2.1467], [1.8492, -1.0072, -0.3444], [2.2827, 0.5878, -0.4083], [3.2341, -0.5009, 1.5302], [0.1521, 2.4026, 0.4467], [0.0983, 3.3838, -0.2042], [0.0365, 4.5066, -0.9477], [-1.2817, 4.9137, -1.3132], [-2.3665, 5.1397, -1.6233], [1.2403, 5.1312, -1.3809], [2.2152, 5.6162, -1.7497], [-2.6278, -1.6254, -1.5433], [-3.0555, -0.9614, -0.3204], [-2.4146, 0.3612, 0.1952], [-3.1033, 0.6498, 1.5524], [-3.2026, -0.2897, 2.6812], [-2.6982, 1.5684, -0.7324], [-4.0064, 2.2181, -0.9262], [-3.3773, -2.3816, -1.7441], [-1.6609, -2.0958, -1.3745], [-2.5866, -0.9087, -2.3608], [-3.7065, 0.2681, 3.4605], [-2.2027, -0.5822, 2.9878], [-3.7969, -1.1413, 2.3636], [-3.8708, 2.8795, -1.7735], [-4.2357, 2.7852, -0.0300], [-4.7592, 1.4603, -1.1267]], "atomic_forces_ev_per_a": [[-0.314, -0.114, 0.497], [0.248, -0.108, -0.134], [-0.197, 0.070, 0.121], [-0.048, -0.257, -0.337], [0.010, 0.095, 0.008], [0.274, 0.277, -0.008], [0.033, -0.008, -0.002], [-0.012, 0.003, -0.027], [-0.031, -0.083, 0.055], [0.048, 0.170, 0.133], [0.228, 0.057, -0.140], [-0.200, -0.159, 0.197], [0.120, 0.021, -0.208], [-0.011, -0.002, 0.100], [-0.112, 0.111, -0.105], [0.013, -0.049, 0.053], [-0.072, 0.119, 0.138], [-0.079, -0.273, -0.122], [0.203, 0.210, -0.122], [-0.066, -0.034, 0.160], [-0.051, 0.100, -0.253], [-0.080, -0.021, -0.068], [0.076, -0.040, -0.012], [0.010, -0.021, -0.016], [0.015, -0.015, -0.037], [0.010, -0.023, -0.025], [0.013, -0.020, 0.032], [0.017, -0.017, 0.049], [0.008, -0.023, 0.048], [-0.008, 0.028, 0.022], [-0.030, 0.004, -0.005], [-0.014, 0.003, 0.009]], "total_charge": 1, "fmax_ev_per_a": 0.599, "multiplicity": 1, "homo_energy_ev": -12.0}

=====

[4]
{"formula": "C18H32B4CrF22N2O4", "method": "ωB97M-V/def2-TZVPD", "elements": ["Cr", "B", "F", "F", "F", "F", "B", "F", "F", "F", "F", "B", "F", "F", "F", "F", "B", "F", "F", "F", "F", "C", "C", "C", "C", "N", "H", "H", "H", "H", "H", "H", "H", "C", "C", "N", "C", "C", "C", "C", "H", "H", "H", "H", "H", "H", "H", "H", "H", "H", "H", "H", "H", "H", "H", "C", "C", "O", "C", "O", "C", "F", "F", "F", "H", "H", "H", "H", "H", "C", "C", "O", "C", "O", "C", "F", "F", "F", "H", "H", "H", "H", "H"], "xyz": [[-0.7592, -16.2455, -1.6081], [-3.0855, -17.1405, -2.3358], [-3.4328, -18.4913, -2.5368], [-1.9499, -16.9911, -3.1628], [-4.0612, -16.1522, -2.5048], [-2.5323, -17.0426, -1.0180], [-0.1994, -19.1211, -0.0373], [1.1076, -19.3248, 0.4759], [-0.7170, -20.2233, -0.6656], [-1.0861, -18.5419, 0.8144], [0.0412, -18.0094, -1.2926], [3.2455, -15.2441, -2.0854], [3.9218, -16.1854, -1.3620], [3.4510, -15.3848, -3.3852], [0.4811, -15.6634, -2.6748], [2.7841, -14.0985, -1.6142], [-0.8133, -13.9609, -0.3434], [0.2163, -13.0208, -0.5162], [-1.5611, -13.6434, 0.7406], [-1.4529, -14.2669, -1.5605], [-0.1631, -15.4149, -0.0877], [-3.6430, -22.9146, -3.1929], [-3.9667, -21.9855, -2.0191], [-4.1398, -22.6976, -0.6544], [-5.1962, -23.7280, -0.6945], [-5.9607, -24.5754, -0.9042], [-3.2186, -22.3230, -3.9700], [-4.6033, -23.3703, -3.5711], [-2.9302, -23.6965, -2.9151], [-4.7669, -21.2901, -2.2357], [-3.1200, -21.3229, -1.8639], [-4.4717, -22.0185, 0.1005], [-3.2161, -23.1418, -0.3414], [3.0017, -17.9732, 4.6539], [2.4569, -17.3956, 3.3606], [3.4953, -16.7002, 2.6311], [4.2109, -17.6380, 1.7473], [5.6682, -17.1736, 1.5077], [3.0797, -15.4357, 1.9218], [3.1458, -14.2841, 2.9273], [2.2263, -18.3777, 5.2807], [3.5295, -17.2100, 5.2569], [3.7265, -18.7413, 4.4355], [1.9294, -18.1662, 2.7964], [1.7454, -16.6053, 3.6014], [4.2802, -18.5667, 2.3180], [3.7244, -17.8274, 0.8328], [6.2194, -17.1634, 2.4849], [6.1852, -17.6798, 0.6359], [5.7607, -16.1096, 1.2902], [2.0627, -15.5194, 1.5391], [3.7418, -15.4149, 1.0499], [3.0008, -13.3293, 2.5275], [4.1613, -14.2345, 3.3914], [2.3940, -14.4607, 3.6996], [1.1280, -22.2857, 2.8327], [0.1371, -22.3115, 1.6806], [-0.4574, -23.6329, 1.5455], [-1.3099, -23.9314, 2.4622], [-1.7546, -23.1903, 3.2813], [-1.7710, -25.4645, 2.3261], [-2.0013, -25.6779, 1.0219], [-0.9368, -26.3024, 2.8917], [-2.9560, -25.5862, 2.9482], [0.7416, -22.6517, 3.7897], [1.4877, -21.2651, 2.9212], [1.9451, -22.9668, 2.4756], [0.4981, -22.0703, 0.6831], [-0.6851, -21.6871, 1.9337], [6.2413, -19.4448, -2.3248], [6.3165, -20.9542, -2.7045], [5.5861, -21.7616, -1.7064], [4.5837, -22.5160, -2.3069], [4.1608, -22.4315, -3.3758], [3.7788, -23.4881, -1.2957], [2.5233, -23.5155, -1.6996], [4.2780, -24.7476, -1.4947], [3.8990, -23.2110, -0.0262], [5.1725, -19.2720, -2.1952], [6.4632, -18.9933, -3.2719], [6.6748, -19.0212, -1.4478], [7.3248, -21.4105, -2.7113], [5.8555, -21.0879, -3.6754]], "atomic_forces_ev_per_a": [[-0.644, -2.024, -1.100], [-2.365, -1.940, -0.520], [-0.614, 1.320, 0.290], [1.362, 1.427, -0.231], [1.135, -1.182, -0.027], [0.359, 0.747, 0.890], [0.846, -0.558, 0.096], [-1.577, 0.452, -0.686], [0.391, 0.440, -0.035], [0.527, 0.278, -0.181], [-0.468, 0.355, 0.657], [1.921, -0.293, -0.143], [-1.412, 1.162, -0.055], [-0.630, 0.113, -0.121], [0.930, 0.168, -0.302], [-0.001, -0.999, 0.215], [1.949, 2.148, 1.235], [-1.129, -1.595, -0.088], [-0.158, -0.732, -0.777], [-0.465, -0.581, 0.005], [0.091, 1.146, 0.907], [-1.679, -0.436, 0.534], [0.975, -0.089, 0.529], [-1.295, -0.135, -0.852], [-0.346, -1.268, -0.933], [0.736, 1.085, 0.521], [0.329, 0.344, -0.760], [1.113, 0.167, 0.300], [-0.162, 0.041, -0.017], [-0.507, -0.200, -0.055], [0.267, 0.115, 0.037], [0.133, 0.784, 0.546], [0.510, -0.350, 0.177], [0.467, 0.660, 0.277], [-0.258, 1.143, 0.697], [0.426, 0.044, -1.349], [1.644, 0.767, 1.691], [0.523, 0.346, 0.189], [0.367, -1.322, 0.812], [1.365, -1.351, 0.533], [-0.436, -0.378, 0.170], [-0.264, -0.169, -0.433], [0.255, -0.454, 0.026], [-0.043, -0.042, -0.327], [-0.432, -0.243, 0.171], [-0.109, -0.163, -0.294], [-0.891, -0.235, -1.290], [-0.163, -0.830, -0.899], [-0.451, 0.168, 1.335], [-0.549, 0.180, -0.453], [-0.226, -0.105, -0.145], [-0.078, 0.752, 0.281], [-0.607, 1.441, -0.950], [-0.770, -0.323, -0.156], [0.168, 0.088, 0.082], [1.015, -1.070, -1.420], [-0.549, -0.070, 0.530], [1.361, -0.337, -1.018], [-0.882, -1.461, 0.401], [-0.449, 0.007, 0.794], [-1.422, 2.917, 0.112], [0.567, -0.879, 0.208], [0.617, -0.670, -0.410], [0.207, -0.205, -0.004], [-0.155, 0.200, -0.371], [0.222, 0.024, 0.141], [-0.236, 0.707, 0.787], [0.330, 0.015, 0.321], [-0.627, 0.899, -0.132], [-1.740, -1.861, -1.191], [0.734, 0.303, 1.650], [-1.220, -1.269, -1.621], [0.639, 0.583, 5.268], [-0.622, 0.198, -3.664], [1.844, -0.323, -1.945], [-0.348, 0.187, 0.519], [-0.111, 0.385, 0.202], [-0.271, 0.352, 0.670], [-0.182, 0.142, -0.028], [0.609, 1.000, -0.120], [1.034, -0.193, 0.361], [-0.370, 0.528, -0.047], [-0.050, 0.003, -0.018]], "total_charge": -1, "fmax_ev_per_a": 5.338, "s2": 3.76, "multiplicity": 4, "homo_energy_ev": [-6.4, -6.4]}